No. 1
Computed, not measured: 2 unconnected molecules or ions with the total composition C25H51F3N4O8SSi in a non-equilibrium geometry, with ωB97M-V with the def2-TZVPD basis set.

Summary:
HOMO energy, eV: -7.89
E_LUMO, eV: -0.69
E_tot, eV: -75957.558
F_max, eV/Å: 1.3
Kohn-Sham gap, eV: 7.20

Positions of all 93 atoms, in Å:
C: 2.36933 2.07674 -1.74810
C: 1.54284 0.93912 -2.33378
O: 0.15635 1.31125 -2.27947
C: -0.74093 0.28826 -2.51420
N: -1.67321 0.11492 -1.33283
C: -1.81684 1.39305 -0.56838
C: -2.39045 2.56213 -1.40329
N: -1.60961 3.76752 -1.14422
C: -1.40154 4.59193 -2.35747
C: -1.24902 6.08117 -2.07530
C: -2.17925 4.51213 -0.03977
C: -1.22751 4.86621 1.07558
O: -3.35381 4.81717 0.01173
C: -3.05370 -0.25411 -1.82200
C: -3.29387 -1.75625 -1.84612
N: -4.59514 -2.01374 -2.43007
O: -3.32269 -2.21821 -0.51031
C: -2.36308 -1.58132 0.35105
C: -1.99483 -2.58272 1.44514
C: -2.63535 -2.14836 2.76191
O: -1.87330 -1.03438 3.24553
Si: -2.58342 -0.13755 4.46684
C: -1.41344 1.26492 4.86807
C: -2.90960 -1.16743 5.99594
C: -4.21952 0.63757 3.90743
C: -1.18685 -1.02126 -0.43895
C: 0.00940 -0.58312 0.42083
C: 1.16545 -1.58316 0.33250
C: 2.41013 -1.00185 0.99287
C: 3.61355 -1.91312 0.89356
N: 4.04436 -2.12431 -0.50085
C: 4.38930 -0.91491 -1.15695
C: 4.27838 -1.01320 -2.65699
O: 4.74362 0.10944 -0.59484
H: 1.70931 2.65256 -1.09518
H: 3.18261 1.70861 -1.13021
H: 2.70634 2.76016 -2.52018
H: 1.85982 0.75570 -3.36052
H: 1.71730 0.02614 -1.76376
H: -1.32593 0.52287 -3.40223
H: -0.21529 -0.64570 -2.70889
H: -2.48010 1.22041 0.27475
H: -0.87138 1.74056 -0.17978
H: -2.38697 2.34454 -2.46778
H: -3.43414 2.71460 -1.12006
H: -2.17504 4.41892 -3.10778
H: -0.46018 4.26281 -2.80052
H: -0.50337 6.24044 -1.29786
H: -0.84551 6.54292 -2.97268
H: -2.19191 6.54160 -1.79877
H: -1.20391 5.94157 1.22727
H: -0.22252 4.52467 0.84364
H: -1.54645 4.37946 1.99485
H: -3.79432 0.16485 -1.14595
H: -3.24876 0.16831 -2.80281
H: -2.53086 -2.29339 -2.41649
H: -4.52990 -2.75621 -3.11259
H: -4.94108 -1.21403 -2.94458
H: -2.89648 -0.76239 0.84395
H: -2.41598 -3.55279 1.19243
H: -0.93215 -2.65266 1.63717
H: -2.61229 -2.95254 3.49565
H: -3.66502 -1.84148 2.55967
H: -1.95878 2.05154 5.38924
H: -0.59110 0.95296 5.50957
H: -0.99211 1.71636 3.96943
H: -3.75031 -1.84120 5.84334
H: -3.09274 -0.50084 6.83488
H: -2.03067 -1.77680 6.20688
H: -5.02691 0.24027 4.51934
H: -4.19590 1.71446 4.05746
H: -4.41870 0.43059 2.85637
H: -0.81041 -1.83082 -1.06142
H: 0.42338 0.34384 0.02989
H: -0.28680 -0.43001 1.45637
H: 0.93554 -2.52564 0.82935
H: 1.36366 -1.83368 -0.71273
H: 2.18299 -0.89071 2.05747
H: 2.62666 0.00071 0.62724
H: 4.42342 -1.43430 1.45327
H: 3.43793 -2.87184 1.37417
H: 4.90316 -2.67947 -0.46185
H: 3.28469 -1.38236 -2.90639
H: 4.48032 -0.05448 -3.12112
H: 4.97364 -1.78657 -2.98846
C: 7.46292 -5.92339 -1.34949
F: 8.12870 -6.61577 -2.27731
F: 6.29282 -6.54746 -1.14642
F: 8.15889 -6.00530 -0.20948
S: 7.21473 -4.17534 -1.86692
O: 6.44218 -4.29245 -3.08402
O: 8.55767 -3.67790 -2.02383
O: 6.47952 -3.61942 -0.74076

Cartesian forces (eV/Å) of the 3 atoms listed first:
C -0.8 0.1 0.2
C 0.9 0.3 0.2
O -0.3 -0.2 -0.1

---

No. 2
Computed, not measured: a molecular structure, C25H51F4N2OSi4Ti, with ωB97M-V with the def2-TZVPD basis set.

Summary:
HOMO energy, eV: -11.39
Net charge: +1
E_LUMO, eV: -3.45
E_tot, eV: -97274.109
F_max, eV/Å: 0.2
Energy above the lowest of the compared OMol25 structures with the same formula, charge and spin, kcal per mole: 0.0
Kohn-Sham gap, eV: 7.94

Positions of all 88 atoms, in Å:
Ti: 0.31363 -0.25811 -0.51363
C: 2.02988 -3.27662 0.37648
C: 1.64174 -3.23588 -1.09154
N: 1.58597 -1.88900 -1.74250
C: 1.24612 -2.12567 -3.19062
C: -0.22308 -2.06331 -3.59092
C: 2.94306 -1.28310 -1.73485
C: 3.28723 -0.61069 -0.43283
N: 2.13301 0.17969 0.02462
C: 2.49941 1.29047 0.80040
C: 1.64743 2.38145 0.81663
F: 0.47247 2.21700 0.17115
C: 1.94520 3.57624 1.43487
F: 1.09012 4.59490 1.32356
C: 3.11744 3.71130 2.14747
C: 3.95780 2.61649 2.20442
F: 5.08602 2.68651 2.90905
C: 3.66750 1.42720 1.55653
F: 4.51787 0.40298 1.72015
H: 1.65997 -4.20143 0.81719
H: 1.60067 -2.44987 0.94350
H: 3.10772 -3.26621 0.51802
H: 0.67039 -3.69559 -1.22693
H: 2.35177 -3.83926 -1.66762
H: 1.66777 -3.09165 -3.48103
H: 1.78910 -1.38163 -3.75710
H: -0.80785 -1.41400 -2.93456
H: -0.69988 -3.03984 -3.61854
H: -0.30611 -1.64992 -4.59568
H: 2.95646 -0.51626 -2.50390
H: 3.69637 -2.03431 -1.99903
H: 4.12389 0.06401 -0.62804
H: 3.61780 -1.30165 0.33556
H: 3.36807 4.63465 2.64898
C: -1.65283 -3.21585 -0.91683
O: -1.03803 -2.04427 -0.35589
Si: -1.54673 -1.66411 1.26215
C: -0.56611 -2.78169 2.40063
C: -3.30767 -2.21749 1.53670
C: -1.07016 0.10326 1.08999
Si: -0.62856 0.72424 2.84280
C: -1.79556 -0.02887 4.11692
C: -0.83713 2.57618 3.06762
C: 1.10244 0.19057 3.37689
Si: -2.59881 1.02431 0.37592
C: -3.99497 1.15825 1.62295
C: -3.24541 0.09512 -1.13557
C: -2.31437 2.79257 -0.17156
H: -1.60812 -4.03749 -0.19939
H: -1.14727 -3.51665 -1.82175
H: -2.69434 -2.99708 -1.15248
H: -0.36987 -3.72771 1.88848
H: -1.16073 -3.02518 3.28175
H: 0.38618 -2.38173 2.74214
H: -3.35785 -3.30732 1.46600
H: -4.07535 -1.79239 0.89763
H: -3.55776 -1.96633 2.57106
H: -2.84680 0.17896 3.91977
H: -1.55051 0.43319 5.07838
H: -1.67130 -1.10325 4.25374
H: -1.88201 2.81575 3.27375
H: -0.52796 3.17904 2.21968
H: -0.25839 2.90024 3.93648
H: 1.03004 -0.38229 4.30411
H: 1.73614 1.05603 3.58229
H: 1.61932 -0.43187 2.64471
H: -4.31663 0.21322 2.05554
H: -4.85541 1.59629 1.10911
H: -3.73315 1.83510 2.43709
H: -3.73620 -0.84631 -0.89450
H: -2.45952 -0.12527 -1.86065
H: -3.98000 0.72096 -1.64839
H: -2.03413 3.44625 0.65371
H: -3.27189 3.15269 -0.56025
H: -1.57743 2.91300 -0.96088
C: 1.36248 0.95806 -4.19050
Si: 0.25479 1.41733 -2.72531
C: -1.44238 1.58717 -3.52679
C: 0.90230 3.14058 -2.32346
H: 1.30451 1.84787 -4.82555
H: 1.00598 0.12794 -4.79606
H: 2.41857 0.81799 -3.96124
H: -1.30545 2.26540 -4.37512
H: -2.20329 2.01689 -2.87948
H: -1.82387 0.64555 -3.92446
H: 0.97618 3.66889 -3.27825
H: 1.90968 3.09780 -1.90135
H: 0.28041 3.73755 -1.66150

Cartesian forces (eV/Å) of the 3 atoms listed first:
Ti 0.1 0.0 0.0
C 0.0 0.0 0.0
C 0.0 0.0 -0.1

---

No. 3
Computed, not measured: 3 unconnected molecules or ions with the total composition C25H52FN5O4S in a non-equilibrium geometry, with ωB97M-V with the def2-TZVPD basis set.

Summary:
HOMO energy (spin up / spin down), eV: -9.18 / -9.30
E_LUMO (spin up / spin down), eV: -0.50 / -0.56
E_tot, eV: -55950.304
Expectation value of S²: 2.010
F_max, eV/Å: 8.3
Multiplicity: 3
Kohn-Sham gap (spin up / spin down), eV: 8.68 / 8.74

Positions of all 88 atoms, in Å:
C: 2.81115 -7.90461 -1.16318
C: 3.31142 -6.33124 -1.15715
C: 4.52715 -5.96386 -0.07024
N: 2.84366 -5.33412 -1.97702
N: 1.72254 -5.73280 -2.68783
C: 0.60651 -4.71876 -2.56383
C: -0.20054 -4.87278 -1.10711
C: -1.08675 -6.27082 -1.26070
C: -1.74395 -6.79729 0.14703
N: -2.02134 -8.29967 -0.05250
S: 2.11241 -6.12082 -4.34492
O: 2.09153 -7.69596 -4.44438
O: 3.51221 -5.55852 -4.76320
F: 0.99186 -5.55068 -5.51070
H: 2.99247 -8.30036 -0.05422
H: 1.67849 -8.05168 -1.41974
H: 3.51373 -8.47152 -1.91784
H: 5.50032 -6.53918 -0.44914
H: 4.17881 -6.38703 0.98542
H: 4.75709 -4.81785 -0.01072
H: -0.24978 -4.84872 -3.38544
H: 1.03626 -3.61126 -2.68300
H: -1.00210 -3.99904 -1.09111
H: 0.51898 -4.87112 -0.18434
H: -0.29631 -7.10163 -1.59203
H: -1.88845 -6.18789 -2.13259
H: -0.98551 -6.66607 1.03670
H: -2.73576 -6.19975 0.37509
H: -2.47264 -8.41296 -0.98903
H: -2.62513 -8.67280 0.71297
C: -3.86583 0.08316 1.63437
C: -2.70984 -0.94621 1.80517
C: -1.96890 -0.70731 3.15249
C: -1.06629 0.52195 3.14320
C: -0.10360 0.48152 1.96279
C: -0.82418 0.28835 0.60325
N: -1.79308 -0.86407 0.61409
O: -1.03699 -2.05106 0.57521
C: -1.56447 1.60200 0.22984
C: 0.25452 0.14659 -0.51847
C: -3.44634 -2.32128 1.91283
H: -3.75875 0.94729 2.29756
H: -3.94519 0.44851 0.60429
H: -4.84694 -0.35375 1.85390
H: -1.35607 -1.58330 3.39990
H: -2.69227 -0.60562 3.96910
H: -1.66583 1.43847 3.12285
H: -0.49382 0.55454 4.07744
H: 0.48176 1.40965 1.95008
H: 0.61790 -0.32901 2.12475
H: -2.15090 1.47713 -0.68784
H: -0.84952 2.41445 0.04697
H: -2.22770 1.96775 1.01368
H: 0.94954 -0.68064 -0.33512
H: 0.86997 1.05191 -0.58916
H: -0.21297 -0.00915 -1.49845
H: -3.98559 -2.55853 0.98720
H: -4.18037 -2.30832 2.72971
H: -2.76518 -3.15149 2.13341
C: 2.76566 7.06315 0.13289
C: 1.66107 6.42739 -0.76198
C: 0.88224 7.53580 -1.52759
C: -0.08214 8.32344 -0.64700
C: -1.01787 7.38753 0.10816
C: -0.26147 6.30042 0.91497
N: 0.76511 5.56966 0.09091
O: 0.07209 4.69331 -0.76575
C: 0.41743 6.96193 2.14569
C: -1.30897 5.33234 1.55333
C: 2.46515 5.60362 -1.82015
H: 2.60108 8.13125 0.30630
H: 2.84651 6.56567 1.10593
H: 3.76343 6.97364 -0.31221
H: 0.31056 7.08759 -2.35005
H: 1.58307 8.23645 -1.99491
H: 0.46968 8.96418 0.04931
H: -0.67395 8.99826 -1.27627
H: -1.64990 7.98286 0.77924
H: -1.69972 6.91634 -0.61073
H: 1.02759 6.23688 2.69671
H: -0.33466 7.34780 2.84579
H: 1.04526 7.81600 1.89181
H: -1.96396 4.86665 0.80828
H: -1.96872 5.86834 2.24674
H: -0.81474 4.53489 2.12162
H: 3.03416 4.79371 -1.34672
H: 3.18120 6.24443 -2.35205
H: 1.82342 5.16373 -2.59252

Cartesian forces (eV/Å) of the 3 atoms listed first:
C 0.6 0.8 0.9
C -0.5 1.2 -1.0
C -0.7 -0.7 -0.9